Entry 1:
Formula: C72H182N10O24
Source: the Open Molecules 2025 dataset
Level of theory: ωB97M-V/def2-TZVPD

```
288
Properties=species:S:1:pos:R:3:lowdin_charge:R:1
C -0.52685 -3.12904 -5.38042 -0.036
C -1.37153 -2.09044 -4.57331 -0.517
C -2.80197 -2.64453 -4.53648 -0.038
O -0.76656 -1.89153 -3.38286 -0.036
H -0.45284 -4.02568 -4.76507 0.075
H 0.45920 -2.77342 -5.67934 0.070
H -1.15704 -3.32187 -6.24863 0.071
H -1.35391 -1.13468 -5.09706 0.124
H -3.27267 -2.58701 -5.51793 0.084
H -3.39879 -1.95568 -3.93866 0.055
H -3.03987 -3.54185 -3.96522 0.070
H -1.48836 -1.61879 -2.81171 0.055
C 1.08214 2.57924 -3.37171 -0.039
C 0.75832 1.52115 -4.39063 -0.475
C 0.61274 1.93764 -5.77155 -0.071
O 2.03765 0.88257 -4.42729 -0.084
H 1.76648 3.32880 -3.76914 0.090
H 1.38187 2.19337 -2.39736 0.060
H 0.19786 3.12571 -3.04380 0.074
H -0.17797 0.97973 -4.25516 0.128
H 1.48924 2.16890 -6.37684 0.078
H 0.25053 2.96356 -5.70532 0.079
H -0.10241 1.45304 -6.43626 0.083
H 1.86936 0.14585 -5.01933 0.068
C 1.97016 -2.70287 2.51894 -0.058
C 1.54036 -3.75605 1.45549 -0.463
C 1.85617 -5.14508 2.06103 -0.051
O 0.16738 -3.57881 1.30839 -0.081
H 1.92753 -1.77401 1.95019 0.047
H 2.97235 -2.92738 2.88408 0.073
H 1.20194 -2.73828 3.29139 0.056
H 1.97770 -3.54550 0.47951 0.120
H 2.82336 -5.20515 2.56007 0.065
H 1.86243 -5.93287 1.30773 0.060
H 1.09277 -5.44675 2.77818 0.069
H 0.05441 -2.73495 0.86485 0.009
C -3.03151 -5.30508 -1.14398 -0.052
C -1.58255 -5.76164 -0.82745 -0.467
C -1.58963 -6.35039 0.59722 -0.054
O -1.34161 -6.78739 -1.77344 -0.066
H -3.10302 -4.80818 -2.11150 0.065
H -3.25355 -4.61708 -0.32822 0.046
H -3.71115 -6.11965 -0.89363 0.080
H -0.88802 -4.92854 -0.93544 0.116
H -1.62305 -5.51367 1.29499 0.065
H -0.67977 -6.92064 0.78450 0.073
H -2.41895 -7.05573 0.65045 0.073
H -2.18263 -7.23787 -1.88002 0.072
C -6.09905 -5.20017 3.14375 -0.133
O -6.19466 -4.17260 2.21844 -0.187
C -5.05308 -3.45184 1.88299 -0.212
C -5.41207 -2.20180 1.03195 -0.178
N -5.52029 -2.52281 -0.40904 -0.020
C -5.88694 -1.37019 -1.28733 -0.172
C -7.30804 -0.83988 -1.33002 -0.234
O -7.72645 -0.31230 -2.54793 -0.199
C -9.02248 0.15250 -2.64444 -0.114
H -5.68622 -6.19269 2.96327 0.083
H -7.10658 -5.34909 3.53210 0.085
H -5.55605 -4.79537 3.99779 0.078
H -4.42695 -4.19919 1.39560 0.106
H -4.48206 -3.11631 2.74870 0.106
H -4.66028 -1.45126 1.27610 0.092
H -6.29505 -1.79766 1.52705 0.115
H -6.21558 -3.25447 -0.44593 0.104
H -5.71338 -1.70406 -2.31032 0.112
H -5.11146 -0.61245 -1.17526 0.090
H -7.38816 -0.08460 -0.54822 0.085
H -8.02928 -1.63924 -1.15998 0.127
H -9.28927 0.12166 -3.70083 0.096
H -9.21144 1.17795 -2.32688 0.067
H -9.71763 -0.44903 -2.05874 0.089
C 5.16777 4.66132 -2.45066 -0.101
O 5.42076 4.44835 -3.86291 -0.179
C 5.03722 3.15990 -4.28535 -0.230
C 4.85876 3.32388 -5.79329 -0.194
N 4.12619 2.20096 -6.38728 -0.062
C 4.93013 1.03304 -6.73110 -0.213
C 4.04018 -0.11628 -7.10963 -0.218
O 3.38524 -0.75201 -6.04459 -0.225
C 4.15081 -1.28644 -4.94409 -0.071
H 4.92893 5.69454 -2.19862 0.075
H 6.10363 4.39071 -1.96175 0.064
H 4.38713 4.13063 -1.90563 0.073
H 4.09723 2.74842 -3.91766 0.108
H 5.87055 2.46944 -4.15519 0.106
H 5.85927 3.36159 -6.22416 0.113
H 4.29581 4.20425 -6.10331 0.117
H 3.60574 1.93067 -5.56497 0.051
H 5.57346 0.81234 -5.87933 0.110
H 5.44099 1.32884 -7.64742 0.124
H 4.66788 -0.90282 -7.52847 0.117
H 3.29768 0.23406 -7.82661 0.130
H 3.42259 -1.82029 -4.33349 0.080
H 4.62106 -0.54314 -4.30029 0.077
H 4.99319 -1.90577 -5.25222 0.090
C -1.45801 -1.55497 4.20977 -0.064
O -2.43731 -2.63281 4.21906 -0.216
C -2.03261 -3.87464 4.71453 -0.221
C -2.07367 -4.08213 6.25790 -0.201
N -3.19551 -3.49828 6.98156 -0.082
C -2.92172 -3.11494 8.30931 -0.208
C -2.12719 -4.30001 9.14986 -0.194
O -2.14140 -4.12284 10.55954 -0.210
C -3.34277 -4.47600 11.25833 -0.105
H -1.87680 -0.66506 3.73990 0.079
H -0.49368 -1.90747 3.84381 0.051
H -1.14817 -1.35783 5.23605 0.074
H -1.09203 -4.16569 4.24688 0.112
H -2.75293 -4.55168 4.25535 0.103
H -1.18759 -3.65986 6.73188 0.105
H -2.05602 -5.16488 6.38212 0.109
H -3.90963 -4.19669 7.13103 0.103
H -3.82660 -2.95321 8.89508 0.096
H -2.49132 -2.11412 8.27448 0.110
H -1.07074 -4.32289 8.88248 0.101
H -2.40340 -5.29906 8.81264 0.105
H -3.46658 -5.53978 11.05549 0.083
H -4.18463 -3.90820 10.86213 0.067
H -3.41680 -4.21093 12.31302 0.083
C 2.88823 5.35688 0.83675 -0.163
O 1.66552 4.97418 0.19705 -0.237
C 0.92416 3.82254 0.76964 -0.132
C 0.52483 4.14362 2.29613 -0.166
N -0.76885 4.83845 2.18578 -0.053
C -1.53480 4.73063 3.44358 -0.244
C -1.27264 5.76192 4.43422 -0.256
O -1.14524 7.02662 3.78964 -0.173
C -0.54276 8.04990 4.57012 -0.135
H 3.34678 4.42652 1.17180 0.068
H 2.68842 5.94109 1.73501 0.055
H 3.58465 5.98405 0.28020 0.071
H 1.75338 3.12376 0.65914 0.077
H 0.13726 3.42167 0.13073 0.103
H 1.22366 4.78141 2.83737 0.096
H 0.33028 3.32814 2.99272 0.095
H -0.61613 5.83463 2.11935 0.092
H -1.54311 3.72843 3.87212 0.123
H -2.56343 4.86442 3.10873 0.092
H -0.43931 5.45582 5.06663 0.122
H -2.14956 5.65845 5.07329 0.117
H -1.14054 8.92636 4.31990 0.081
H 0.47414 8.23473 4.22391 0.071
H -0.40821 8.00297 5.65076 0.080
C 5.73862 -10.27915 -1.63593 -0.105
O 5.43286 -9.01980 -1.18548 -0.235
C 6.37415 -8.04534 -1.04344 -0.265
C 5.86187 -6.83982 -0.25118 -0.169
N 5.36639 -5.89273 -1.25824 -0.085
C 4.35758 -6.48966 -2.05795 -0.190
C 3.27043 -5.52067 -2.78798 -0.159
O 2.80134 -4.35955 -2.07313 -0.201
C 1.62914 -3.81206 -2.69636 -0.099
H 5.87500 -10.82064 -0.69982 0.096
H 6.61100 -10.18972 -2.28329 0.087
H 4.94016 -10.63590 -2.28653 0.091
H 6.77662 -7.84697 -2.03680 0.125
H 7.17033 -8.52921 -0.47770 0.116
H 6.56601 -6.28603 0.36978 0.116
H 5.03667 -7.21224 0.35582 0.114
H 5.02063 -5.05632 -0.80994 0.102
H 3.73163 -6.97546 -1.30942 0.103
H 4.66193 -7.24870 -2.77857 0.114
H 2.38199 -6.13296 -2.94252 0.106
H 3.47017 -5.29087 -3.83459 0.102
H 1.72607 -3.84790 -3.78145 0.068
H 1.45144 -2.79568 -2.34494 0.059
H 0.74477 -4.43328 -2.55474 0.078
C 4.93193 4.85351 10.20791 -0.126
O 3.65361 4.34563 9.83232 -0.219
C 3.59834 3.74359 8.54131 -0.230
C 2.17114 3.18842 8.18193 -0.217
N 1.89079 2.76166 6.79999 -0.062
C 2.48324 1.42327 6.55502 -0.214
C 2.30914 0.93418 5.10490 -0.227
O 3.32442 1.40540 4.20432 -0.215
C 3.10534 0.87208 2.86035 -0.087
H 4.90172 5.19081 11.24397 0.083
H 5.08986 5.73007 9.57959 0.076
H 5.80008 4.21588 10.04105 0.080
H 4.32840 2.93452 8.56383 0.107
H 3.86809 4.59218 7.91265 0.109
H 1.57862 4.04321 8.50800 0.103
H 1.91669 2.35743 8.83982 0.109
H 2.43503 3.42644 6.26898 0.087
H 1.94946 0.73091 7.20605 0.102
H 3.48395 1.45474 6.98596 0.106
H 1.38572 1.30110 4.65684 0.106
H 2.24801 -0.15291 5.15580 0.104
H 2.17021 1.23401 2.43297 0.053
H 2.91730 -0.19575 2.97208 0.053
H 3.78912 1.13257 2.05246 0.081
C -10.14422 4.00975 -1.57048 -0.108
O -8.94457 3.74873 -2.28044 -0.233
C -7.70622 3.83365 -1.53803 -0.172
C -7.36960 2.63302 -0.62404 -0.247
N -6.33369 2.99090 0.29701 -0.051
C -6.09203 1.84856 1.30698 -0.133
C -4.77761 2.06963 2.09141 -0.219
O -4.97991 2.79518 3.28031 -0.212
C -5.35317 4.21136 3.24586 -0.082
H -11.01344 3.96886 -2.22689 0.088
H -10.05800 5.02553 -1.18467 0.081
H -10.23438 3.36242 -0.69816 0.079
H -7.84356 4.73213 -0.93640 0.110
H -6.84720 4.03086 -2.17934 0.121
H -7.03364 1.92925 -1.38558 0.092
H -8.22601 2.20237 -0.10518 0.122
H -5.47159 3.15438 -0.20317 0.095
H -6.27015 0.93455 0.74045 0.075
H -6.89585 2.01580 2.02393 0.117
H -4.07764 2.63528 1.47645 0.110
H -4.33427 1.11436 2.37248 0.111
H -4.93137 4.70526 4.12121 0.071
H -6.41199 4.37596 3.44562 0.075
H -4.96111 4.63681 2.32207 0.081
C -3.06249 0.85872 -2.39316 -0.104
O -2.35653 -0.23997 -1.84830 -0.193
C -2.14635 -0.05489 -0.41247 -0.187
C -1.31899 -1.12641 0.22852 -0.156
N 0.06933 -1.31325 -0.28141 -0.047
C 0.80253 -0.06819 -0.46347 -0.143
C 2.31455 -0.24886 -1.00629 -0.233
O 3.04292 -1.02054 -0.17817 -0.191
C 4.40031 -1.26008 -0.55683 -0.067
H -3.20261 0.82616 -3.47363 0.076
H -2.35361 1.67891 -2.50670 0.081
H -3.92984 1.28479 -1.88892 0.089
H -3.08422 -0.25570 0.10538 0.094
H -1.88753 0.96144 -0.11552 0.122
H -1.83293 -2.06939 0.04205 0.130
H -1.19544 -0.87867 1.28278 0.121
H 0.22064 -1.84739 -1.12515 0.083
H 0.79426 0.55796 0.42870 0.105
H 0.36880 0.50682 -1.28159 0.094
H 2.75235 0.73460 -1.17723 0.111
H 2.20068 -0.72131 -1.98196 0.101
H 4.56307 -1.76862 -1.50709 0.081
H 4.93034 -1.75015 0.25988 0.083
H 4.97520 -0.33651 -0.62476 0.075
C -5.75497 1.29843 -4.70724 -0.060
O -4.73815 2.26331 -4.63344 -0.248
C -3.93772 2.55161 -5.68388 -0.240
C -3.15037 3.83721 -5.22264 -0.248
N -4.00532 4.81066 -4.86694 -0.071
C -4.78887 5.51994 -5.93899 -0.138
C -6.12133 6.09344 -5.45530 -0.228
O -7.14479 5.13300 -5.46593 -0.185
C -8.43911 5.66142 -5.18383 -0.108
H -6.42980 1.51596 -5.53511 0.100
H -6.19319 1.34419 -3.71026 0.078
H -5.28293 0.32353 -4.82915 0.085
H -4.54083 2.59053 -6.59100 0.109
H -3.36443 1.68903 -6.02357 0.111
H -2.43332 4.21899 -5.94941 0.122
H -2.52695 3.47953 -4.40318 0.109
H -4.66598 4.26813 -4.32907 0.092
H -4.92007 4.82716 -6.77022 0.108
H -4.11018 6.27944 -6.32710 0.114
H -6.47531 6.86760 -6.13609 0.114
H -6.09408 6.62545 -4.50433 0.122
H -9.02258 6.04297 -6.02173 0.084
H -8.39231 6.42424 -4.40666 0.083
H -9.09595 4.96523 -4.66230 0.071
C 7.85223 -0.43971 2.59487 -0.129
O 7.55450 -0.70925 1.20313 -0.192
C 8.74234 -0.94069 0.43437 -0.246
C 9.09800 0.15377 -0.50226 -0.233
N 9.98481 1.20207 -0.00558 -0.060
C 10.17707 2.31371 -0.99667 -0.212
C 10.75332 1.96358 -2.35211 -0.234
O 9.80578 1.62963 -3.37169 -0.188
C 8.85659 2.65867 -3.54761 -0.125
H 6.85376 -0.48880 3.02930 0.076
H 8.31058 0.53561 2.75852 0.072
H 8.34331 -1.24898 3.13526 0.077
H 8.55088 -1.87776 -0.08847 0.115
H 9.67053 -1.23890 0.92184 0.122
H 8.21641 0.56934 -0.99032 0.118
H 9.77141 -0.28588 -1.23799 0.118
H 9.61793 1.62113 0.83698 0.086
H 10.75107 3.16852 -0.63901 0.113
H 9.17950 2.73024 -1.13620 0.088
H 11.48641 1.17627 -2.17653 0.119
H 11.48625 2.66084 -2.75804 0.113
H 9.36708 3.60325 -3.35984 0.090
H 7.99757 2.49203 -2.89767 0.072
H 8.60584 2.78799 -4.60047 0.087
```

Computed properties:
- 2S+1: 2
- Gap between HOMO and LUMO (spin up / spin down): 1.1 / 8.6 eV
- Total charge: -1

***

Entry 2:
Formula: C2H3ClO2S
Source: the Open Molecules 2025 dataset
Level of theory: ωB97M-V/def2-TZVPD

```
9
Properties=species:S:1:pos:R:3:lowdin_charge:R:1
C -0.51529 -0.30354 0.49506 -0.286
C -1.05143 -0.51251 -0.89166 -0.020
O -0.93507 -0.16759 1.56113 0.161
O 2.36351 -0.08425 1.74778 -0.640
S 2.00749 0.30377 0.41724 0.509
Cl 1.56454 2.39440 0.61656 0.063
H -0.58053 -1.28217 -1.33294 0.043
H -2.06201 -0.57546 -0.94291 0.054
H -0.79121 0.22735 -1.67027 0.115
```

Computed properties:
- Gap between HOMO and LUMO (spin up / spin down): 7.5 / 7.9 eV
- Total charge: 0
- ΔE to the lowest compared entry with this formula, charge and spin: 201.0 kJ/mol

***

Entry 3:
Formula: C43H32ClN7OPRuS
Source: the Open Molecules 2025 dataset
Level of theory: ωB97M-V/def2-TZVPD

```
87
Properties=species:S:1:pos:R:3:lowdin_charge:R:1
Ru -0.36492 -0.37680 0.04890 1.254
Cl -5.03992 5.58400 0.62450 0.778
C -3.94472 4.28380 0.81960 -0.638
C -3.63192 3.81990 2.11300 -0.051
C -2.74212 2.80090 2.27210 0.028
C -2.08322 2.17510 1.16370 -0.354
O -1.27492 1.22760 1.37380 -0.126
C -2.41422 2.66810 -0.15750 -0.111
C -1.82462 2.17250 -1.35390 -0.060
N -0.80942 1.36660 -1.45570 0.046
C -0.17782 1.13790 -2.67240 -0.203
C -0.54162 1.69830 -3.89320 0.016
C 0.23278 1.52140 -5.04160 -0.040
C 1.39938 0.80430 -4.99880 0.007
C 1.81198 0.20320 -3.79390 -0.133
C 3.01668 -0.51960 -3.68420 0.030
C 3.39028 -1.03570 -2.47140 -0.022
C 2.53778 -0.85460 -1.37580 -0.132
N 1.39798 -0.20430 -1.45410 -0.006
C 1.01548 0.35050 -2.62530 -0.172
C -3.35112 3.70400 -0.28240 -0.042
H -4.09282 4.28600 2.97030 0.123
H -2.48162 2.44200 3.25580 0.129
H -2.29872 2.55630 -2.25950 0.125
H -1.43392 2.29770 -3.98480 0.109
H -0.08422 1.98250 -5.96460 0.120
H 2.02898 0.70830 -5.86890 0.128
H 3.63938 -0.62970 -4.55790 0.132
H 4.32158 -1.56370 -2.34380 0.122
H 2.80798 -1.23880 -0.39930 0.091
H -3.58762 4.08370 -1.26440 0.123
N -2.31262 -2.37490 -3.37140 0.199
C -1.16412 -3.05590 -3.69420 -0.172
C -0.82672 -3.85570 -4.77620 0.001
C 0.41838 -4.44840 -4.74600 -0.060
C 1.29898 -4.25540 -3.67650 -0.063
C 0.97708 -3.44760 -2.60830 -0.018
C -0.27052 -2.82590 -2.62120 -0.218
N -0.88842 -2.01810 -1.69870 0.093
C -2.10522 -1.78420 -2.16560 -0.270
C -3.09842 -1.05340 -1.41330 -0.321
C -4.35892 -0.67320 -1.79970 -0.308
S -5.19172 0.07370 -0.50440 1.108
C -3.79762 -0.16150 0.48010 -0.431
N -2.80212 -0.73160 -0.11460 -0.025
H -3.16342 -2.38360 -3.91200 0.175
H -1.50662 -4.02010 -5.59780 0.119
H 0.71388 -5.09530 -5.55600 0.114
H 2.24628 -4.77050 -3.68810 0.112
H 1.64848 -3.31230 -1.77620 0.103
H -4.83312 -0.78390 -2.75420 0.081
H -3.79782 0.12170 1.51650 0.094
N 0.57198 -0.72170 3.13520 -0.109
P 1.38028 0.16780 1.92840 1.008
C 3.09888 -0.01150 2.54110 -0.340
C 3.75988 1.03890 3.17220 -0.073
C 5.01918 0.83620 3.70950 -0.055
C 5.63758 -0.39810 3.59560 -0.056
C 4.99898 -1.43490 2.93090 -0.067
C 3.73338 -1.24530 2.40600 -0.114
C 1.03038 1.90240 2.36880 -0.414
C 1.20668 2.84920 1.36370 -0.113
C 0.94878 4.18300 1.61820 -0.062
C 0.51648 4.57760 2.87510 -0.063
C 0.34948 3.63730 3.87900 -0.069
C 0.60848 2.29950 3.63330 -0.094
C -0.31512 -1.74220 2.92250 -0.381
C -0.86922 -2.42060 4.01950 0.000
C -1.72532 -3.47260 3.79370 -0.037
C -2.00232 -3.85000 2.47920 -0.051
C -1.42872 -3.12770 1.45500 -0.146
N -0.61142 -2.09100 1.66570 -0.001
H 0.88128 -0.60760 4.09530 0.119
H 3.29308 2.00850 3.25780 0.100
H 5.51618 1.64780 4.21900 0.115
H 6.61898 -0.55010 4.01760 0.115
H 5.48978 -2.39050 2.82400 0.112
H 3.22508 -2.05770 1.90030 0.098
H 1.54118 2.52420 0.38590 0.101
H 1.09048 4.91990 0.84260 0.112
H 0.32528 5.61980 3.08130 0.113
H 0.02768 3.94650 4.86170 0.114
H 0.48348 1.57380 4.42590 0.107
H -0.61322 -2.11200 5.02030 0.118
H -2.15922 -4.00500 4.62620 0.121
H -2.64102 -4.69300 2.26920 0.111
H -1.59362 -3.39580 0.41940 0.097
```

Computed properties:
- 2S+1: 6
- Gap between HOMO and LUMO (spin up / spin down): 6.8 / 5.0 eV
- Total charge: +2
- ΔE to the lowest compared entry with this formula, charge and spin: 84.4 kJ/mol

***

Entry 4:
Formula: C3H6N2O
Source: the Open Molecules 2025 dataset
Level of theory: ωB97M-V/def2-TZVPD

```
12
Properties=species:S:1:pos:R:3:lowdin_charge:R:1
N 0.74844 0.72397 1.03932 0.071
C -0.15569 -0.16907 1.00599 -0.187
C -0.95793 -0.45474 -0.23938 -0.261
O -2.33562 -0.39362 0.07342 -0.060
C 2.33712 -0.27198 -2.32340 -0.101
N 1.99371 0.40678 -1.42840 0.012
H 1.18003 0.80127 1.96046 0.071
H 1.62837 0.82616 -0.56649 -0.002
H -0.44286 -0.76097 1.88324 0.125
H -0.67387 0.23473 -1.04484 0.109
H -0.76380 -1.47671 -0.58346 0.128
H -2.55791 0.53418 0.22354 0.094
```

Computed properties:
- Gap between HOMO and LUMO: 11.4 eV
- Total charge: 0
- ΔE to the lowest compared entry with this formula, charge and spin: 261.2 kJ/mol

***

The evaluated M for the records listed, in turn: 1572.29 126.56 862.34 86.09 g mol⁻¹.
The evaluated maximum force for the records listed, in turn: 0.099 0.076 0.024 0.027 hartree/bohr.